Record 1
Density functional theory data (ωB97M-V/def2-TZVPD) for a cluster of 2 separate species, C3H8Cl2Si in total in a non-equilibrium geometry.

Last column: natural (NBO) charge in e.
Element x y z (Å)
1 C 0.263 2.151 -0.812  -1.21
2 C -1.084 -0.050 -1.451  -0.92
3 C 0.864 -1.992 1.957  -0.55
4 Si 0.818 0.433 -1.501  1.02
5 Cl -1.357 -1.548 -0.574  -0.06
6 Cl 0.496 -0.266 2.250  -0.10
7 H -0.075 2.104 0.256  0.26
8 H 0.972 3.026 -0.823  0.23
9 H -0.599 2.428 -1.511  0.22
10 H -1.425 -0.250 -2.530  0.23
11 H -1.673 0.771 -1.096  0.22
12 H 0.058 -2.365 1.327  0.23
13 H 0.882 -2.479 2.885  0.21
14 H 1.860 -1.964 1.623  0.21

For the HOMO-LUMO gap, the calculation gives 0.300 Ha.

Record 2
Density functional theory data (ωB97M-V/def2-TZVPD) for an isolated molecule of C4H4BrI in a non-equilibrium geometry.

Last column: natural (NBO) charge in e.
Element x y z (Å)
1 C -1.171 1.576 0.023  -0.13
2 C -1.920 0.230 -0.358  -0.17
3 C 0.062 0.657 0.190  -0.43
4 C -0.744 -0.550 -0.163  -0.50
5 Br -1.685 3.363 0.308  0.14
6 I -3.889 -0.445 -0.351  0.19
7 H 0.859 0.974 -0.566  0.23
8 H 0.279 0.649 1.336  0.23
9 H -0.918 -1.167 0.779  0.22
10 H -0.391 -1.041 -1.043  0.23

For the HOMO-LUMO gap, the calculation gives 0.315 Ha. Its SMILES is BrC1=C(I)CC1.

Computed lowest unoccupied orbital energy, in the same sequence as the records: -0.574, 0.337 eV.
Computed energy relative to the best compared isomer or geometry (same formula, charge and spin), in the same sequence as the records: 107.8, 48.9 kcal per mole.